The following is a quantum chemistry calculation of C4H3F3NO6S2Yb as an isolated structure in a non-equilibrium geometry, from the Open Molecules 2025 dataset.

Its expectation value of S² is 0.757. As for the frontier orbital gap (alpha / beta): 7.18 / 4.55 eV. The value obtained for the HOMO energy (alpha / beta) is -8.089 / -8.087 eV. Its spin multiplicity is 2. Its total energy is -79319.41601 eV.

Last column: Löwdin spin population.
Geometry (Å):
N  -1.55068  1.93680  -1.85631  0.136
S  -2.07104  1.43710  -0.33169  0.343
O  -2.48742  2.65068  0.41197  0.284
O  -1.11142  0.54026  0.42499  0.157
S  -0.58834  1.19888  -2.81802  0.030
O  0.06028  -0.00826  -2.20038  -0.001
O  -1.19806  1.24664  -4.15042  0.007
C  1.00476  2.11872  -3.19407  0.012
F  1.90285  1.32211  -3.75514  0.005
F  0.79323  3.13124  -4.02339  0.002
F  1.49460  2.61138  -2.06567  0.002
Yb  0.30845  -0.94255  -0.17149  0.022
C  -0.53447  -1.68635  3.49181  0.000
O  0.18580  -1.15554  2.39012  0.001
C  1.19712  -2.11326  1.71889  0.000
C  1.99607  -2.99179  2.24008  0.000
O  2.69848  -3.88212  2.60178  0.000
H  -1.14689  -0.86504  3.88278  0.000
H  -1.13804  -2.53716  3.14470  0.000
H  0.18471  -2.01170  4.25946  0.000